(1)
DFT (ωB97M-V/def2-TZVPD) results for C30H54CeP2 as an isolated structure in a non-equilibrium geometry.

Properties
Spin multiplicity: 2
Kohn-Sham gap (spin up / spin down) in eV: 7.920 / 8.065
E_HOMO (spin up / spin down) in Ha: -0.3808 / -0.3846
Net charge: +1
Expectation value of S²: 0.751

```
87
Properties=species:S:1:pos:R:3:mulliken_spin:R:1
Ce -0.04030 0.01314 -0.09420 0.961
C -1.97104 1.62178 0.12333 0.004
C -2.41729 0.70060 -0.87657 -0.001
C -2.19853 -0.46053 1.13126 -0.009
C -1.91575 0.92679 1.38057 0.002
C -2.53028 -0.59693 -0.26647 0.004
C -1.81355 3.09017 -0.02636 -0.002
H -1.40775 3.34074 -1.01220 0.000
H -1.13111 3.49427 0.73164 0.000
H -2.78356 3.59727 0.09086 0.000
C -1.98534 1.63761 2.68173 0.000
H -1.83407 2.70942 2.52755 0.000
H -1.22270 1.23637 3.33156 0.001
H -2.98456 1.52026 3.13259 0.000
C -2.23412 -1.59220 2.08962 0.005
H -3.28798 -1.76453 2.35434 0.000
H -1.65405 -1.37735 2.99310 -0.001
H -1.84734 -2.52667 1.64159 -0.003
C -3.16628 -1.80667 -0.86208 -0.001
H -4.26760 -1.75644 -0.74106 0.000
H -2.81672 -2.71456 -0.34855 0.000
H -2.92629 -1.85956 -1.93490 0.000
C -3.01087 1.14882 -2.16616 0.001
H -3.99605 1.63410 -2.02389 0.000
H -3.14763 0.30703 -2.84720 0.000
H -2.34703 1.88417 -2.63472 0.000
C 1.56839 0.44201 -3.32436 0.005
C 0.55871 1.29230 -3.47817 0.006
C -0.04082 1.55192 -4.84298 0.000
C -0.91417 0.42403 -5.47845 0.000
C -1.03392 -0.85080 -4.68082 0.000
C -0.00278 -1.68957 -4.57027 0.000
C 1.32871 -1.37752 -5.21568 0.000
C 2.17399 -0.26446 -4.52217 0.002
H 0.75622 1.78009 -5.57360 0.000
H -0.51720 0.22513 -6.49295 0.000
H -0.68514 2.44285 -4.77645 0.000
H 2.42387 0.47130 -5.30836 0.000
H 2.11391 0.28294 -2.36874 -0.005
H 0.17368 1.94926 -2.66997 -0.005
H 3.11885 -0.73718 -4.20920 0.000
H 1.94014 -2.29511 -5.19947 0.000
H -0.05596 -2.65408 -4.04980 0.000
H 1.20121 -1.09383 -6.27886 0.000
H -1.92732 0.83723 -5.60754 0.000
H -2.02263 -1.03430 -4.24397 0.000
P 1.87191 1.96587 0.70312 0.005
C 1.48330 2.76900 2.28961 0.000
H 2.33277 3.39614 2.59868 0.000
H 1.29510 1.97719 3.02189 0.000
H 0.58239 3.39440 2.19253 0.000
C 3.54815 1.28595 0.90194 0.001
H 4.20707 2.05975 1.32514 0.000
H 3.92584 0.97015 -0.08251 -0.001
H 3.50720 0.41406 1.57136 0.000
C 2.03897 3.38887 -0.42487 0.000
H 2.46947 3.04630 -1.37893 0.000
H 2.69714 4.12730 0.06574 0.000
H 1.03710 3.82118 -0.59263 0.000
P 1.09153 -2.61068 -0.13227 0.014
C -0.15458 -3.80948 -0.72039 -0.001
H 0.32189 -4.69639 -1.16277 0.000
H -0.80738 -3.32751 -1.46416 0.000
H -0.78055 -4.12907 0.13073 0.000
C 2.69011 -2.76337 -1.00364 -0.002
H 2.54673 -2.82772 -2.09286 0.000
H 3.23512 -3.65016 -0.63774 0.000
H 3.27816 -1.85777 -0.77298 0.000
C 1.47436 -3.29080 1.52703 -0.001
H 1.71341 -4.36513 1.41517 0.000
H 0.59214 -3.14885 2.17397 0.000
H 2.31974 -2.73660 1.96704 0.001
C 0.69573 1.19865 5.40207 0.000
C 0.19039 -0.13694 4.83368 -0.001
C 1.00898 -1.33214 5.33464 0.000
C -1.25721 -0.26020 5.37471 0.000
C 0.46263 -0.24674 3.38092 -0.008
C 0.62901 -0.31522 2.16594 0.030
H 0.67406 1.19205 6.50097 0.000
H 0.05391 2.03602 5.09920 0.000
H 1.72361 1.39418 5.09770 0.000
H 1.05093 -1.39526 6.44091 0.000
H 0.52351 -2.24176 4.92287 0.000
H 2.02884 -1.22736 4.91535 0.000
H -1.89807 0.60185 5.17454 0.000
H -1.76788 -1.17150 5.07202 0.000
H -1.20965 -0.30228 6.47111 0.000
```

=====

(2)
DFT (ωB97M-V/def2-TZVPD) results for C30H54ClFP2Si2Sn as an isolated structure in a non-equilibrium geometry.

Properties
Kohn-Sham gap in eV: 6.299
E_HOMO in Ha: -0.2249
Net charge: 0

```
91
Properties=species:S:1:pos:R:3:mulliken_charge:R:1
Sn 0.06941 -0.01606 -0.30705 -0.413
C -1.97894 -0.02450 2.28024 -0.852
C -2.21728 1.13991 1.50712 0.485
C -2.72992 0.70186 0.23504 -0.606
Si -1.72541 2.86067 2.07632 -0.134
C -2.72204 -0.72399 0.22374 -0.581
C -2.20425 -1.17713 1.48751 0.430
Si -1.71197 -2.90762 2.01493 -0.176
H -1.68355 -0.03228 3.32379 0.644
H -3.10705 1.35247 -0.55063 0.398
H -3.08595 -1.37065 -0.57345 0.376
Cl 1.50785 0.03929 -3.90084 0.030
C -1.35100 -2.90603 3.84420 -1.112
C -3.08846 -4.09166 1.59429 -1.032
C -1.37388 2.83127 3.91026 -1.135
C -3.10468 4.04714 1.66785 -1.049
H -4.01248 -3.71462 2.05462 0.360
H -2.86116 -5.07435 2.02869 0.331
H -3.25912 -4.20786 0.51852 0.277
H -0.43472 -2.35142 4.08340 0.234
H -1.23353 -3.94326 4.18391 0.362
H -2.18958 -2.45315 4.38902 0.338
H -4.03553 3.63787 2.08391 0.363
H -3.24558 4.20580 0.59389 0.271
H -2.90840 5.01540 2.14819 0.335
H -2.18881 2.32182 4.43864 0.347
H -1.31525 3.86442 4.27876 0.363
H -0.43033 2.32369 4.14856 0.238
C -0.09467 -3.38548 1.10897 -0.951
C -0.10486 3.35266 1.18124 -0.918
P 0.17106 -2.81138 -0.61614 0.542
H -0.02275 -4.48758 1.14728 0.823
H 0.73756 -2.98833 1.71910 0.304
P 0.16588 2.80276 -0.55146 0.552
H 0.72962 2.95094 1.78587 0.279
H -0.03145 4.45375 1.22727 0.847
C 1.70466 3.63905 -1.18884 0.637
C -1.22734 3.57374 -1.53294 1.371
C -1.23351 -3.54997 -1.60625 1.412
C 1.70309 -3.63933 -1.28100 0.640
C 2.85191 -2.62935 -1.40410 -1.306
H 1.42104 -3.94842 -2.30135 0.400
C 2.08781 -4.89503 -0.49490 -1.601
H 2.31646 -4.66727 0.55365 0.300
H 2.98597 -5.34057 -0.94165 0.454
H 1.29906 -5.65990 -0.51668 0.301
H 2.55087 -1.75663 -2.00018 0.093
H 3.70609 -3.10368 -1.91345 0.564
H 3.19964 -2.28375 -0.42202 0.259
H -2.14192 -3.23339 -1.06743 -0.591
C -1.18571 -5.08114 -1.61136 -1.741
C -1.28172 -2.94912 -3.02049 -1.427
H -1.21851 -5.51586 -0.60232 0.314
H -0.29369 -5.46383 -2.12506 0.372
H -2.06163 -5.46288 -2.15337 0.450
H -1.43765 -1.86112 -2.99088 0.221
H -2.12309 -3.39687 -3.56907 0.491
H -0.35861 -3.14782 -3.58464 0.240
H -2.13746 3.24487 -1.00436 -0.584
C -1.27278 3.00652 -2.96107 -1.425
C -1.18178 5.10504 -1.50379 -1.750
H -1.22042 5.51860 -0.48600 0.323
H -2.05699 5.49473 -2.04160 0.452
H -0.28960 5.50252 -2.00623 0.359
H -1.42577 1.91770 -2.95731 0.229
H -0.35072 3.22229 -3.52071 0.248
H -2.11573 3.46568 -3.49755 0.477
C 2.84830 2.62553 -1.32989 -1.312
C 2.09183 4.88050 -0.38160 -1.606
H 1.42651 3.96743 -2.20405 0.368
H 2.31867 4.63817 0.66433 0.310
H 1.30479 5.64749 -0.39407 0.300
H 2.99168 5.33024 -0.82111 0.453
H 3.18988 2.25411 -0.35553 0.291
H 3.70736 3.10558 -1.82468 0.570
H 2.54404 1.76823 -1.94659 0.074
C 0.83417 0.02772 -5.53301 -0.972
H -0.26259 0.02053 -5.52353 0.251
H 1.19343 0.91773 -6.05686 0.345
H 1.20460 -0.86074 -6.05125 0.349
F 4.59457 0.09542 4.30599 -0.382
C 3.69262 0.04796 3.26852 0.073
C 4.16154 -0.00774 1.96791 -0.935
C 3.21756 -0.01952 0.91922 -0.643
C 1.84985 -0.01192 1.18682 0.782
C 1.43174 0.03796 2.50556 -0.193
C 2.34039 0.07151 3.56899 -0.957
H 5.22681 -0.03028 1.76789 0.447
H 3.60144 -0.02810 -0.10210 0.713
H 0.36685 0.06426 2.74230 0.414
H 1.98316 0.11874 4.59416 0.504
```

=====

(3)
DFT (ωB97M-V/def2-TZVPD) results for a 5-piece molecular cluster, C30H54NO17P overall in a non-equilibrium geometry.

Properties
Kohn-Sham gap in eV: 5.817
E_HOMO in Ha: -0.2711
Energy relative to the best compared isomer or geometry (same formula, charge and spin) in kJ/mol: 450.5
Net charge: 0
SMILES: CC(C)=CCC[C@H](C)CCC1=C(P(=N)(O)O)C(=O)OC1=O.CCOC(=O)OC.CCOC(=O)OC.CCOC(=O)OC.CCOC(=O)OC

```
103
Properties=species:S:1:pos:R:3:mulliken_charge:R:1
C 2.31118 -1.88380 -0.45312 -0.522
C 1.98063 -0.67115 0.57053 0.686
C 0.71629 -0.72919 1.57173 -0.746
C 2.86445 0.46482 0.49270 -0.973
C 2.98359 1.36330 -0.86155 0.028
C 2.88257 2.89133 -0.38509 -1.338
C 1.99276 3.83894 -1.32047 0.492
C 1.87667 5.28975 -0.59561 -0.998
C 0.58190 3.22404 -1.76119 -1.112
C -0.19732 2.43655 -0.60379 0.703
C -1.26714 1.48641 -1.35291 0.283
C -2.68411 1.54121 -1.36749 0.130
P -3.79270 2.76800 -0.47475 1.349
N -5.09563 1.98422 0.04578 -0.858
O -4.36146 3.98944 -1.52979 -0.574
O -3.07247 3.49810 0.87772 -0.606
C -3.19987 0.34815 -2.33709 0.068
O -4.31263 -0.21769 -2.41782 -0.447
O -2.02151 0.12618 -3.15202 -0.305
C -0.87729 0.23451 -2.30485 -0.214
O 0.17661 -0.41102 -2.29104 -0.324
H 1.39885 -2.56607 -0.44027 0.244
H 3.28173 -2.37609 -0.12624 0.377
H 2.42476 -1.38037 -1.48567 -0.099
H 0.11380 -1.68236 1.32236 0.066
H -0.00252 0.14687 1.42858 0.129
H 1.00713 -0.75367 2.67462 0.349
H 3.50990 0.81970 1.38001 0.315
H 2.18652 1.03192 -1.60322 -0.112
H 4.00653 1.10089 -1.30730 0.544
H 2.59911 2.94988 0.73424 0.419
H 3.95809 3.31470 -0.42933 0.336
H 2.59203 4.02560 -2.28295 0.426
H 0.79725 5.57009 -0.36150 0.334
H 2.53486 5.23050 0.35201 0.091
H 2.37012 6.07399 -1.27842 0.265
H 0.74044 2.54083 -2.66670 0.356
H -0.08787 4.11573 -2.06408 0.415
H -0.71592 3.14269 0.13633 0.536
H 0.45084 1.73219 0.01782 -0.615
H -4.96919 0.99434 -0.21513 0.249
H -4.50134 3.58275 -2.41727 0.336
H -3.74815 3.39521 1.59390 0.374
C -4.77425 -5.33671 3.20767 -1.101
C -3.38546 -5.64773 2.68060 -0.188
O -3.24498 -5.20400 1.32552 -0.374
C -3.02163 -3.89095 1.16989 0.718
O -2.92216 -3.07528 2.05471 -0.562
O -2.95597 -3.63200 -0.14694 -0.357
C -2.81029 -2.24813 -0.45307 -0.145
H -5.53884 -5.74161 2.53972 0.265
H -4.91321 -5.76124 4.20445 0.410
H -4.94227 -4.25923 3.26688 0.308
H -3.23176 -6.72885 2.67457 0.309
H -2.60711 -5.21477 3.31481 0.291
H -1.96663 -1.80992 0.08658 -0.020
H -3.73550 -1.71567 -0.22310 0.080
H -2.61993 -2.15930 -1.52346 0.321
C 8.44616 5.21572 2.80823 -1.088
C 7.42477 4.96096 3.90064 -0.154
O 6.59583 6.11220 4.10284 -0.370
C 5.60983 6.27868 3.20845 0.775
O 5.36338 5.55147 2.27581 -0.554
O 4.95593 7.41146 3.51495 -0.338
C 3.92920 7.75366 2.58607 -0.597
H 9.01543 6.12481 3.01873 0.298
H 9.13847 4.37515 2.72351 0.358
H 7.96143 5.36051 1.84026 0.294
H 7.94079 4.77662 4.84511 0.294
H 6.81750 4.07734 3.68657 0.289
H 3.23979 6.92090 2.43138 0.238
H 4.37429 8.06577 1.63898 0.283
H 3.36788 8.59253 2.99906 0.258
C -7.16155 -2.41012 -0.21873 -0.771
C -7.77951 -1.36305 0.68310 -0.169
O -9.10217 -1.74208 1.08402 -0.347
C -9.16799 -2.64314 2.07604 0.750
O -8.22890 -3.14027 2.65108 -0.548
O -10.46358 -2.91825 2.30386 -0.346
C -10.67545 -3.93272 3.28394 -0.624
H -7.81894 -2.62443 -1.06533 0.323
H -6.19420 -2.07182 -0.59753 0.108
H -7.01101 -3.35257 0.31290 0.252
H -7.87343 -0.42410 0.13368 0.298
H -7.15143 -1.16650 1.55618 0.285
H -10.14465 -3.70643 4.21107 0.286
H -10.36394 -4.90201 2.88910 0.285
H -11.74388 -3.97180 3.49943 0.222
C 7.62044 -4.99404 -4.66013 -1.098
C 6.61382 -5.24893 -3.55412 -0.185
O 5.79588 -4.09375 -3.33243 -0.339
C 4.79728 -3.91526 -4.21150 0.725
O 4.53282 -4.63458 -5.14437 -0.559
O 4.15612 -2.77999 -3.88840 -0.259
C 3.11710 -2.42248 -4.79885 -0.583
H 8.19889 -4.09004 -4.45255 0.291
H 8.30579 -5.83863 -4.76046 0.359
H 7.12224 -4.83997 -5.61975 0.308
H 7.14271 -5.44264 -2.61861 0.292
H 5.99754 -6.12713 -3.76456 0.311
H 2.41845 -3.24821 -4.94842 0.329
H 3.54927 -2.10671 -5.75072 0.333
H 2.57010 -1.58217 -4.36905 0.073
```

=====

(4)
DFT (ωB97M-V/def2-TZVPD) results for a 8-piece molecular cluster, C30H54O24P2 overall in a non-equilibrium geometry.

Properties
Kohn-Sham gap in eV: 6.885
E_HOMO in Ha: -0.3119
Energy relative to the best compared isomer or geometry (same formula, charge and spin) in kJ/mol: 0.0
Net charge: 0
SMILES: CP(C)C1=CC(=O)C=C(P(C)O)C1=O.COC(=O)OC.COC(=O)OC.COC(=O)OC.COC(=O)OC.COC(=O)OC.COC(=O)OC.COC(=O)OC

```
110
Properties=species:S:1:pos:R:3:mulliken_charge:R:1
C -1.63363 3.18321 1.19949 -0.968
P -1.95809 1.45051 0.66013 -0.006
C -0.58213 0.42916 1.29567 -0.979
C -3.37486 0.96500 1.69924 0.703
C -3.29010 0.28701 2.85350 -0.186
C -4.47101 -0.16199 3.60856 0.076
O -4.36861 -0.97157 4.54354 -0.627
C -5.78331 0.36827 3.19401 -0.634
C -5.91393 1.04601 2.04634 0.265
P -7.59529 1.59848 1.51927 0.024
C -7.73602 0.48504 0.08544 -0.957
O -7.38141 3.03933 0.75782 -0.481
C -4.73172 1.29959 1.16002 0.341
O -4.88708 1.74046 0.02652 -0.573
H -2.56358 3.60487 1.56149 0.368
H -1.33325 3.75228 0.33364 0.257
H -0.91512 3.25277 2.00726 0.337
H 0.37309 0.84490 1.00462 0.239
H -0.67106 -0.54102 0.82235 0.359
H -0.59268 0.26570 2.36927 0.310
H -2.33854 0.01641 3.28116 0.403
H -6.62806 0.15531 3.82782 0.410
H -8.61273 0.70059 -0.50278 0.492
H -7.75276 -0.51262 0.50657 0.251
H -6.83346 0.56953 -0.50630 0.287
H -7.18188 3.71645 1.40220 0.319
C -4.40219 -7.48667 3.27819 -0.659
O -3.33583 -6.59943 2.92868 -0.341
C -3.64404 -5.30938 3.06018 0.824
O -4.70242 -4.87579 3.42363 -0.573
O -2.57256 -4.58631 2.74195 -0.318
C -2.76624 -3.17144 2.85779 -0.790
H -4.01568 -8.49169 3.13989 0.233
H -4.69353 -7.34585 4.31654 0.333
H -5.25902 -7.33346 2.62500 0.273
H -3.00266 -2.89087 3.87916 0.469
H -3.55906 -2.84151 2.18711 0.328
H -1.82722 -2.71124 2.56078 0.261
C 3.53050 -2.49714 1.80211 -0.628
O 4.61263 -1.59943 1.54516 -0.326
C 4.24984 -0.32403 1.43565 0.749
O 3.12986 0.10183 1.53109 -0.573
O 5.33582 0.40090 1.19535 -0.230
C 5.09037 1.80431 1.04815 -0.730
H 3.96837 -3.48823 1.86646 0.214
H 3.04316 -2.25118 2.74325 0.286
H 2.80727 -2.46943 0.98964 0.293
H 4.66278 2.21444 1.95948 0.326
H 4.43008 1.99462 0.20726 0.344
H 6.05816 2.26238 0.86411 0.242
C 3.97018 6.35664 1.11128 -0.627
O 3.54237 5.10048 0.57773 -0.212
C 2.71106 5.18558 -0.45812 0.771
O 2.31436 6.19705 -0.96936 -0.575
O 2.38395 3.95087 -0.82631 -0.185
C 1.48644 3.88246 -1.93830 -0.700
H 4.62903 6.12239 1.94146 0.239
H 4.51777 6.92836 0.36645 0.203
H 3.11876 6.93063 1.47073 0.296
H 1.93401 4.33514 -2.82054 0.271
H 0.54546 4.37500 -1.70247 0.291
H 1.31044 2.82689 -2.12019 0.247
C 4.57110 7.25309 -2.94702 -0.401
O 5.52776 6.28823 -3.40302 -0.308
C 6.79194 6.63979 -3.18534 0.794
O 7.15760 7.66091 -2.66814 -0.546
O 7.58802 5.67282 -3.63974 -0.327
C 8.98037 5.94127 -3.46260 -0.582
H 3.58948 6.85286 -3.17101 0.157
H 4.65616 7.40238 -1.87594 0.057
H 4.70704 8.19993 -3.46635 0.370
H 9.22204 6.06325 -2.40830 0.237
H 9.27038 6.83181 -4.01627 0.305
H 9.51585 5.08295 -3.85710 0.230
C 11.18521 3.79884 -0.12576 -0.629
O 10.70072 2.64956 -0.82164 -0.343
C 9.87118 1.88848 -0.10978 0.825
O 9.51666 2.10229 1.01856 -0.552
O 9.47069 0.88236 -0.87818 -0.333
C 8.51077 0.02199 -0.25738 -0.256
H 11.81964 4.33752 -0.82329 0.212
H 10.35933 4.43943 0.17787 0.291
H 11.76756 3.50549 0.74491 0.308
H 7.61616 0.57886 0.00628 -0.048
H 8.92653 -0.45164 0.62903 0.292
H 8.25749 -0.73828 -0.98960 0.249
C -7.98192 -4.57312 0.06997 -0.590
O -7.70692 -4.82526 -1.31004 -0.325
C -7.54163 -3.72843 -2.04354 0.842
O -7.60972 -2.59676 -1.64462 -0.546
O -7.28308 -4.09881 -3.29396 -0.333
C -7.07625 -3.00884 -4.19524 -0.639
H -8.09252 -5.54590 0.53865 0.171
H -7.15731 -4.03629 0.53522 0.258
H -8.90466 -4.00717 0.18056 0.335
H -6.22196 -2.41092 -3.88496 0.305
H -7.96548 -2.38476 -4.25338 0.296
H -6.87791 -3.45300 -5.16569 0.212
C -3.29182 -7.76994 -4.34113 -0.636
O -2.98829 -6.73560 -3.40407 -0.338
C -3.40215 -6.98797 -2.16336 0.742
O -3.98080 -7.97797 -1.80440 -0.550
O -3.06449 -5.95809 -1.39521 -0.332
C -3.45543 -6.09970 -0.02450 -0.693
H -2.90232 -7.43524 -5.29771 0.223
H -2.80825 -8.70173 -4.05530 0.295
H -4.36722 -7.91748 -4.41545 0.294
H -2.97916 -6.96701 0.41871 0.344
H -4.54021 -6.18466 0.04733 0.302
H -3.12390 -5.20854 0.48514 0.302
```